1.
C33H70BCl2F10N4O2P | ωB97M-V with the def2-TZVPD basis set

Geometry as XYZ:
```
123
Properties=species:S:1:pos:R:3:forces:R:3:lowdin_charge:R:1
C 6.422 2.225 2.508 -0.436 -0.170 -0.107 -0.107
C 4.976 1.981 2.958 0.244 0.330 -0.162 -0.260
C 3.970 2.778 2.122 -0.111 -0.630 -0.386 -0.200
C 3.565 2.061 0.823 0.156 0.122 0.530 -0.196
C 4.418 2.348 -0.416 -0.662 -0.293 -0.014 -0.171
C 4.347 1.163 -1.401 0.226 0.659 -0.454 -0.202
C 5.680 0.470 -1.661 -0.290 -0.180 0.373 -0.202
C 6.116 -0.479 -0.537 0.436 -0.532 -0.575 -0.204
C 5.769 -1.961 -0.770 -0.111 0.650 0.151 -0.222
C 4.291 -2.160 -1.048 -0.216 -0.161 0.548 -0.229
C 3.816 -3.602 -0.917 0.046 0.160 -0.635 -0.220
C 2.481 -3.863 -1.624 0.319 -0.512 0.481 -0.228
C 1.370 -2.908 -1.239 -0.560 -0.144 -0.421 -0.201
C 0.120 -3.050 -2.141 0.235 0.432 0.660 -0.197
C -0.014 -1.920 -3.163 -0.243 -0.704 -0.128 -0.199
C -1.448 -1.721 -3.667 0.514 -0.207 -0.630 -0.214
C -1.620 -0.326 -4.272 0.317 -0.489 0.405 -0.188
C -1.852 0.792 -3.260 -0.589 0.849 -0.543 -0.176
C -2.702 0.468 -2.047 0.076 0.182 0.202 -0.182
C -3.566 1.612 -1.517 0.937 -0.982 0.022 -0.068
N -4.662 1.023 -0.633 -0.033 1.497 0.837 -0.025
C -6.001 1.582 -0.912 -0.579 -0.121 0.060 -0.168
C -7.113 0.770 -0.261 0.264 -0.419 -0.031 -0.220
C -7.019 -0.729 -0.596 -0.419 -0.045 -0.052 -0.089
C -4.296 1.025 0.671 -0.077 0.088 0.279 -0.339
N -4.788 1.922 1.547 0.067 -0.100 -0.164 0.232
N -3.373 0.146 1.209 -0.226 -0.064 -1.671 0.140
C -3.196 -1.168 0.555 0.288 -0.067 0.550 -0.154
C -3.398 -2.347 1.501 0.008 -0.121 -0.554 -0.415
C -3.724 -3.546 0.622 0.212 0.212 0.057 -0.038
O -2.242 -2.644 2.280 -0.159 0.214 0.280 -0.035
H 6.627 1.627 1.622 0.209 -0.079 -0.024 0.045
H 6.537 3.262 2.201 0.209 0.144 0.199 0.070
H 7.137 1.975 3.289 0.163 0.004 -0.026 0.063
H 4.853 2.228 4.012 0.101 0.089 0.090 0.096
H 4.753 0.917 2.861 -0.118 -0.099 0.134 0.079
H 4.391 3.744 1.845 -0.116 0.261 0.280 0.111
H 3.060 2.918 2.701 -0.012 0.253 0.101 0.107
H 2.538 2.328 0.611 -0.279 -0.026 -0.289 0.097
H 3.561 0.987 1.036 0.008 -0.119 -0.029 0.091
H 5.439 2.625 -0.152 0.156 -0.175 -0.016 0.098
H 3.968 3.202 -0.916 0.140 0.235 0.038 0.118
H 3.972 1.536 -2.354 -0.099 -0.008 -0.057 0.112
H 3.589 0.473 -1.040 -0.041 -0.178 -0.054 0.085
H 6.458 1.221 -1.788 -0.032 0.150 -0.112 0.107
H 5.616 -0.075 -2.607 0.141 -0.132 -0.044 0.103
H 7.205 -0.437 -0.482 0.079 0.096 0.414 0.104
H 5.691 -0.206 0.428 0.049 0.319 0.043 0.099
H 6.051 -2.480 0.151 -0.007 -0.303 -0.043 0.107
H 6.392 -2.344 -1.587 -0.038 -0.147 -0.109 0.099
H 3.997 -1.767 -2.022 0.140 0.037 -0.146 0.124
H 3.743 -1.557 -0.324 -0.081 0.091 0.036 0.107
H 4.588 -4.216 -1.394 -0.002 -0.214 0.069 0.061
H 3.761 -3.921 0.125 0.024 0.113 0.134 0.113
H 2.168 -4.874 -1.342 -0.156 -0.086 -0.140 0.106
H 2.625 -3.896 -2.708 0.006 0.312 -0.113 0.111
H 1.064 -3.113 -0.210 0.202 0.026 0.166 0.104
H 1.684 -1.868 -1.287 0.189 0.070 0.099 0.102
H 0.133 -4.015 -2.648 -0.119 -0.129 0.008 0.109
H -0.743 -3.049 -1.470 -0.226 -0.009 -0.142 0.085
H 0.571 -2.233 -4.030 0.276 0.410 -0.090 0.114
H 0.401 -0.984 -2.791 -0.040 0.060 0.177 0.117
H -2.174 -1.987 -2.898 -0.101 0.261 0.140 0.087
H -1.605 -2.441 -4.473 -0.149 -0.171 0.042 0.107
H -2.367 -0.359 -5.064 -0.278 0.143 0.144 0.107
H -0.672 -0.100 -4.762 -0.036 0.060 -0.279 0.115
H -0.926 1.246 -2.924 0.119 -0.048 -0.041 0.099
H -2.370 1.587 -3.800 0.197 0.227 -0.084 0.123
H -2.004 0.202 -1.256 -0.075 -0.235 0.131 0.094
H -3.384 -0.365 -2.212 0.020 -0.173 -0.229 0.101
H -2.973 2.296 -0.911 0.142 0.169 -0.179 0.125
H -4.021 2.203 -2.305 -0.320 -0.117 -0.039 0.138
H -6.174 1.534 -1.984 0.389 -0.029 -0.153 0.132
H -6.094 2.629 -0.625 0.188 0.146 -0.048 0.125
H -8.058 1.159 -0.632 -0.071 0.177 0.095 0.111
H -7.105 0.898 0.820 -0.087 0.151 0.062 0.074
H -6.174 -0.959 -1.241 0.148 -0.014 0.028 0.061
H -7.912 -1.064 -1.120 -0.061 -0.007 -0.084 0.070
H -6.965 -1.343 0.301 0.213 -0.052 0.066 0.065
H -5.231 1.633 2.406 0.701 -0.142 0.507 0.038
H -4.745 2.914 1.368 -0.625 -0.035 -0.544 0.145
H -2.477 0.643 1.216 -0.086 0.141 0.943 0.165
H -2.178 -1.215 0.170 0.061 -0.120 -0.175 0.119
H -3.861 -1.305 -0.289 -0.158 0.323 -0.063 0.100
H -4.228 -2.110 2.168 0.064 -0.105 0.234 0.138
H -3.749 -4.464 1.200 -0.129 -0.075 0.040 0.084
H -4.658 -3.379 0.089 -0.166 -0.185 0.038 0.078
H -2.929 -3.626 -0.122 0.025 -0.182 -0.098 0.075
H -1.482 -2.200 1.896 0.017 0.071 -0.027 0.074
N 1.693 -2.148 3.440 0.015 -0.004 0.056 0.003
C 3.009 -1.822 3.630 0.018 -0.068 -0.120 -0.151
C 3.136 -1.298 4.887 -0.041 0.000 0.039 -0.109
C 1.843 -1.304 5.478 -0.004 -0.053 -0.029 -0.105
C 0.975 -1.837 4.562 0.003 0.021 -0.001 -0.139
H 1.315 -2.549 2.603 -0.003 0.001 -0.026 0.126
H 3.737 -1.989 2.854 0.022 0.049 0.000 0.096
H 4.052 -0.945 5.330 -0.002 0.030 -0.001 0.092
H 1.581 -0.957 6.463 -0.002 0.011 0.009 0.090
H -0.086 -2.019 4.609 -0.004 0.010 0.010 0.103
B 0.165 3.016 -1.076 0.096 -0.168 -0.120 -1.261
F 0.681 4.144 -0.476 -0.019 -0.046 0.188 0.140
F -1.003 3.242 -1.796 -0.323 -0.425 0.369 0.103
F 1.130 2.432 -1.933 0.004 -0.282 0.189 0.082
F -0.175 2.042 -0.041 -0.048 -0.232 0.051 0.008
F -1.078 6.998 -5.210 0.319 -0.738 0.134 -0.234
P -1.092 6.794 -3.559 -0.037 -0.141 -0.129 0.383
F -1.820 7.117 -2.097 0.787 -0.044 0.108 -0.228
F -2.584 6.141 -3.957 -0.207 0.825 0.196 -0.247
F -0.800 5.316 -2.910 -0.010 0.504 -1.210 -0.196
F -0.903 8.442 -3.519 -0.782 -0.162 -0.294 -0.227
F 0.559 6.777 -3.723 -0.179 0.276 0.840 -0.218
Cl -6.040 3.116 5.625 -0.015 0.003 -0.026 0.550
C -6.566 1.568 6.332 -0.030 0.040 0.066 -0.662
C -5.998 0.393 5.583 0.115 -0.076 0.126 -0.637
Cl -6.699 0.257 3.942 0.017 -0.053 -0.101 0.564
H -7.653 1.552 6.335 -0.010 0.021 -0.053 0.069
H -6.214 1.546 7.361 0.054 -0.003 -0.010 0.076
H -6.231 -0.533 6.104 -0.085 -0.002 -0.029 0.076
H -4.920 0.470 5.480 0.001 0.042 -0.080 0.073
O 6.005 -5.800 -2.390 0.180 -0.163 -0.138 0.345
H 6.862 -5.613 -2.826 0.014 0.073 0.003 0.207
H 6.114 -6.316 -1.565 -0.055 0.085 0.089 0.206
H 5.361 -6.211 -3.001 -0.088 0.068 0.006 0.207
```
Positions in Å, forces in eV/Å.

As for the total charge: 0. The frontier orbital gap comes out at 3.95 eV. The HOMO energy comes out at -8.1 eV. The LUMO energy comes out at -4.16 eV.

2.
C33H70N4O19S3 | ωB97M-V with the def2-TZVPD basis set

Geometry as XYZ:
```
129
Properties=species:S:1:pos:R:3:forces:R:3:lowdin_charge:R:1
O 6.078 0.104 3.542 -0.946 -1.296 0.976 -0.289
S 5.528 -1.051 4.237 -1.467 0.794 -3.030 0.620
O 5.254 -1.020 5.626 0.336 -0.150 0.921 -0.266
O 4.082 -1.380 3.478 0.820 0.459 0.306 -0.279
C 3.106 -2.278 4.113 1.048 1.458 0.154 -0.255
C 1.712 -1.783 4.022 -0.710 2.467 -1.622 -0.070
C 6.515 -2.412 3.699 -0.690 -0.581 -1.088 -0.116
H 3.412 -2.316 5.126 0.152 -0.495 1.133 0.094
H 3.189 -3.212 3.639 0.277 -1.328 -0.621 0.106
H 1.503 -0.877 4.643 0.301 -0.838 -0.230 0.096
H 1.024 -2.568 4.257 -0.433 -0.484 0.306 0.072
H 1.473 -1.442 2.961 0.311 -0.569 1.100 0.084
H 7.515 -2.040 3.830 0.567 -0.312 0.102 0.068
H 6.317 -2.616 2.611 0.223 0.749 0.951 0.084
H 6.279 -3.348 4.202 0.165 0.254 0.483 0.074
O 7.110 -1.189 0.471 0.901 -1.545 0.661 -0.257
S 6.762 -0.207 -0.477 -1.052 2.844 -0.676 0.541
O 7.408 0.004 -1.736 0.377 -0.706 0.133 -0.274
O 5.252 -0.346 -0.841 -0.465 -0.299 -0.694 -0.274
C 4.322 -0.552 0.246 0.142 -1.726 -0.610 -0.232
C 3.661 -1.915 0.023 -0.786 0.846 0.808 -0.024
C 6.694 1.351 0.366 1.313 -0.762 -0.282 -0.094
H 3.654 0.242 0.273 -1.255 1.506 -0.419 0.076
H 4.881 -0.480 1.146 0.280 -0.407 1.027 0.065
H 4.437 -2.632 0.202 0.145 -0.837 0.571 0.064
H 3.426 -2.061 -1.045 -0.554 0.349 0.569 0.064
H 2.750 -2.006 0.742 1.570 -0.199 -1.441 0.108
H 6.275 2.094 -0.280 -0.404 0.314 -0.327 0.068
H 7.753 1.574 0.528 -0.236 0.194 0.437 0.082
H 6.132 1.183 1.267 -0.041 0.297 0.492 0.038
O -6.513 2.294 -3.111 0.808 0.408 -1.952 -0.310
S -5.645 2.509 -4.280 -2.495 -0.491 0.345 0.606
O -6.200 2.947 -5.559 1.048 -0.836 2.064 -0.276
O -4.595 3.555 -3.873 1.344 1.261 -0.661 -0.250
C -3.980 3.641 -2.577 -0.067 1.215 0.828 -0.223
C -4.219 5.055 -1.962 -0.881 -2.094 0.693 -0.036
C -4.730 0.997 -4.422 -0.194 0.420 -0.484 -0.103
H -2.915 3.431 -2.613 0.133 -0.050 -0.645 0.123
H -4.417 2.892 -1.945 -0.363 -0.276 0.352 0.073
H -3.751 5.004 -0.951 -0.624 0.197 -0.493 0.082
H -5.326 5.192 -1.929 0.871 0.129 0.324 0.094
H -3.773 5.867 -2.478 0.470 0.551 -0.785 0.057
H -5.497 0.270 -4.620 -0.199 -0.455 -0.260 0.070
H -4.324 0.783 -3.448 0.303 0.024 0.390 0.048
H -3.976 1.020 -5.210 -0.164 0.122 0.127 0.084
O -3.610 1.323 0.565 -0.486 0.773 0.056 0.064
C -4.804 1.512 0.443 0.442 -1.324 -0.267 -0.465
O -5.420 1.236 -0.728 0.004 -0.155 0.835 -0.009
C -6.826 0.972 -0.433 -0.190 0.225 -0.516 -0.145
C -7.125 1.907 0.693 -0.288 1.030 2.225 -0.128
C -5.796 1.902 1.512 -0.888 -1.116 -1.661 -0.056
H -6.902 -0.103 -0.179 -0.198 0.672 -0.305 0.121
H -7.393 1.359 -1.276 0.116 -0.953 -0.341 0.104
H -8.011 1.683 1.350 0.838 -0.113 -0.891 0.136
H -7.295 2.929 0.285 0.157 -0.631 0.219 0.128
H -5.752 1.162 2.301 -0.074 -0.251 0.092 0.128
H -5.526 2.836 1.886 0.285 1.596 0.774 0.078
O -1.858 -2.823 -1.664 -1.385 -2.387 -0.645 0.107
C -1.281 -1.854 -1.312 0.808 0.717 0.168 -0.588
O -0.393 -1.875 -0.343 1.153 0.616 1.196 0.035
C 0.260 -0.536 -0.312 1.482 -1.208 2.992 -0.138
C -0.783 0.387 -0.749 -0.324 0.876 -3.079 -0.141
C -1.375 -0.507 -1.870 -0.765 1.219 -0.306 -0.052
H 1.138 -0.612 -0.923 0.179 0.199 -0.761 0.084
H 0.662 -0.364 0.737 -0.761 -0.350 -0.971 0.130
H -0.397 1.309 -1.234 -0.042 -0.493 0.647 0.129
H -1.552 0.618 -0.040 -0.199 0.085 0.550 0.078
H -0.828 -0.528 -2.814 0.415 0.314 0.135 0.144
H -2.405 -0.308 -2.128 -0.370 0.191 0.029 0.114
O 1.423 -2.840 -2.726 -0.010 0.367 0.121 0.108
C 1.073 -3.979 -2.601 0.839 -0.750 0.016 -0.490
O 1.516 -4.777 -1.621 0.110 0.167 0.769 0.044
C 0.997 -6.128 -1.719 1.929 0.282 0.562 -0.135
C 0.044 -6.140 -2.846 -1.439 1.336 -0.707 -0.142
C 0.246 -4.798 -3.511 -1.379 1.200 -0.580 -0.080
H 0.447 -6.321 -0.836 -0.118 -0.249 1.211 0.110
H 1.908 -6.754 -1.745 -0.675 -0.030 -0.291 0.139
H -0.974 -6.110 -2.442 0.169 -0.487 -0.185 0.127
H 0.133 -6.875 -3.595 0.174 -1.359 -0.423 0.105
H -0.686 -4.230 -3.617 0.029 -0.251 -0.123 0.128
H 0.695 -4.797 -4.490 0.347 -0.189 -0.347 0.130
C 0.992 3.177 0.716 -2.003 -1.075 -0.812 0.007
C 2.193 2.787 1.473 0.614 1.183 1.428 -0.552
O 3.173 2.387 0.871 0.602 -0.573 -0.226 0.034
N 2.223 3.029 2.811 -0.200 -0.304 -0.223 0.019
C 3.468 3.034 3.529 1.541 0.335 -1.152 -0.068
H 1.379 3.229 -0.273 0.006 0.319 -1.023 0.078
H 0.377 4.049 0.941 0.637 0.135 0.543 0.086
H 0.250 2.347 0.665 0.513 0.304 0.272 0.068
H 1.403 3.425 3.236 -0.288 0.187 0.015 0.091
H 3.351 2.965 4.585 -0.375 -0.487 0.743 0.070
H 4.020 3.986 3.378 -0.299 -0.281 -0.119 0.093
H 4.150 2.254 3.124 -0.629 0.306 0.530 0.079
C -2.903 4.240 2.725 0.474 -0.225 0.294 0.022
C -1.618 3.429 2.943 -0.940 0.775 -0.251 -0.550
O -0.615 3.998 3.352 0.212 -0.481 0.067 0.023
N -1.748 2.105 2.727 -1.542 -0.314 -0.215 0.018
C -0.821 1.189 3.335 0.219 -2.393 0.047 -0.083
H -2.692 5.171 2.189 -0.142 -0.379 -0.109 0.089
H -3.176 4.529 3.737 -0.175 0.163 0.159 0.086
H -3.734 3.648 2.330 0.344 0.324 -0.243 0.043
H -2.705 1.793 2.388 1.987 0.297 0.461 0.125
H 0.213 1.354 3.033 -0.064 0.382 0.046 0.057
H -1.008 0.101 3.032 -0.146 1.553 0.154 0.093
H -0.875 1.181 4.440 0.039 0.283 -0.391 0.096
C 4.210 1.420 -3.254 -0.135 0.760 -0.509 0.013
C 3.236 0.320 -3.149 -2.094 -1.872 1.046 -0.517
O 2.076 0.432 -2.687 1.547 0.518 -0.537 -0.006
N 3.653 -0.905 -3.548 -0.929 -0.261 0.669 0.015
C 4.943 -1.155 -4.080 0.549 -1.496 -0.830 -0.097
H 3.591 2.296 -3.305 -0.003 0.730 0.368 0.084
H 4.734 1.383 -4.205 0.351 -0.123 0.055 0.082
H 4.912 1.448 -2.415 -0.214 -0.055 -0.254 0.082
H 3.046 -1.713 -3.338 0.231 1.004 -0.163 0.110
H 5.784 -0.891 -3.446 -0.012 -0.283 0.359 0.065
H 5.074 -0.612 -4.990 0.179 0.507 -0.837 0.068
H 4.959 -2.225 -4.404 0.341 0.749 0.552 0.106
C -3.244 -1.601 1.878 2.274 -1.204 0.989 0.011
C -4.411 -1.935 1.080 -1.600 -1.006 -1.139 -0.545
O -5.478 -1.376 1.248 -0.894 1.363 0.613 0.031
N -4.369 -2.934 0.172 0.998 -0.384 0.416 0.027
C -5.490 -3.318 -0.625 -0.997 0.291 -1.043 -0.072
H -3.383 -1.964 2.903 -0.236 0.070 -0.101 0.105
H -3.077 -0.558 1.934 -0.188 1.130 -0.074 0.039
H -2.281 -2.040 1.558 -0.511 -0.014 -0.212 0.090
H -3.517 -3.445 0.077 0.431 -0.095 -0.290 0.115
H -6.037 -4.220 -0.319 0.355 0.102 0.374 0.086
H -5.208 -3.477 -1.679 0.173 0.119 0.424 0.090
H -6.216 -2.493 -0.605 0.235 -0.281 0.002 0.077
```
Positions in Å, forces in eV/Å.

As for the total charge: 0. The frontier orbital gap comes out at 9.22 eV. The HOMO energy comes out at -8.8 eV. Its SMILES is CCOS(C)(=O)=O.CCOS(C)(=O)=O.CCOS(C)(=O)=O.O=C1CCCO1.O=C1CCCO1.O=C1CCCO1.CNC(C)=O.CNC(C)=O.CNC(C)=O.CNC(C)=O. The LUMO energy comes out at 0.38 eV. The energy above the lowest of the compared OMol25 structures with the same formula, charge and spin comes out at 0.0 kcal/mol.